The following is a DFT calculation (ωB97M-V/def2-TZVPD) of a 11-piece molecular cluster, C41H97N3O24 overall in a non-equilibrium geometry.

Kohn-Sham gap	8.7	eV
electronic energy	-97688.1585	eV
SMILES string	CCOC(=O)OC.CCOC(=O)OC.CCOC(=O)OC.CCOC(=O)OC.CCOC(=O)OC.COCCNCCOC.COCCNCCOC.COCCNCCOC.CO.CO.CO
HOMO energy	-8.5	eV
LUMO level	0.0083	hartree

Geometry as XYZ:
```
165
Properties=species:S:1:pos:R:3:forces:R:3
C 3.384 5.496 7.254 -0.7 0.7 -0.7
C 3.501 5.861 8.697 1.7 -1.0 0.8
O 2.666 4.931 9.492 -0.6 1.1 -0.5
C 3.166 3.874 10.102 3.2 -1.6 0.5
O 4.369 3.748 10.456 -4.0 0.0 -1.0
O 2.163 2.917 10.209 1.0 0.1 -0.4
C 2.580 1.582 10.684 0.5 1.0 0.8
H 2.411 5.869 6.934 -0.3 -0.9 -0.3
H 3.590 4.444 7.057 -0.4 0.0 0.1
H 4.050 6.065 6.604 0.5 0.1 0.4
H 3.287 6.912 8.888 -0.8 -0.4 0.3
H 4.548 5.746 8.976 -0.1 -0.3 0.5
H 1.826 0.795 10.694 -0.9 0.9 -0.5
H 2.810 1.755 11.736 0.7 -0.4 -0.1
H 3.388 1.155 10.091 0.3 0.6 0.2
C 0.752 -7.343 5.041 -0.1 0.0 -0.9
C 1.936 -7.065 4.099 0.2 -1.1 0.1
O 2.665 -5.910 4.459 1.1 1.8 -0.9
C 3.584 -5.389 3.568 0.3 -0.9 -0.6
O 4.122 -5.948 2.609 -1.5 1.0 2.3
O 3.812 -4.119 3.961 -1.2 -1.5 0.0
C 4.872 -3.416 3.383 1.3 1.0 0.8
H 1.012 -7.585 6.071 0.2 0.2 -0.1
H 0.251 -8.210 4.611 0.1 -0.3 0.1
H -0.046 -6.601 5.010 0.4 0.4 0.1
H 1.646 -7.009 3.049 -0.3 0.2 0.0
H 2.638 -7.897 4.161 -0.1 -0.3 0.0
H 5.776 -3.649 3.946 0.3 -0.6 -0.4
H 4.727 -2.387 3.714 -0.4 0.2 -0.6
H 5.022 -3.511 2.308 -0.3 -0.2 0.2
C -3.342 -2.471 -8.663 -0.1 1.1 0.9
C -4.376 -1.739 -7.727 0.0 -2.9 -1.3
O -3.740 -0.668 -7.023 -2.1 -0.1 -3.7
C -3.282 -0.801 -5.857 1.6 -3.3 4.8
O -3.215 -1.834 -5.136 -0.6 2.6 -2.3
O -2.809 0.378 -5.480 0.4 0.4 0.1
C -2.463 0.466 -4.112 0.1 0.6 1.1
H -3.197 -1.817 -9.522 0.7 -0.1 0.1
H -3.511 -3.483 -9.030 -1.0 0.1 0.2
H -2.478 -2.620 -8.016 0.5 0.4 -0.4
H -4.830 -2.542 -7.146 0.4 0.5 1.1
H -5.236 -1.434 -8.323 0.4 1.1 0.1
H -3.384 0.464 -3.529 0.1 -0.2 0.2
H -1.978 1.425 -3.934 -0.1 0.1 -0.4
H -1.768 -0.288 -3.741 -0.3 -0.3 -0.4
C 3.181 0.338 -7.968 -0.4 -1.1 -0.4
C 2.873 -0.826 -8.985 0.3 -0.1 2.0
O 3.192 -0.416 -10.292 0.8 1.9 1.4
C 2.605 -0.922 -11.317 -0.8 -1.8 -1.2
O 1.949 -1.935 -11.317 -0.2 0.1 -0.4
O 2.915 -0.162 -12.360 0.3 0.7 0.4
C 2.894 -0.616 -13.688 -0.5 0.4 -0.7
H 2.423 1.120 -8.018 0.2 0.2 -0.4
H 4.198 0.721 -8.048 -0.2 0.1 -0.4
H 3.110 -0.035 -6.946 -0.1 -0.4 0.0
H 1.862 -1.209 -8.852 -0.3 0.5 -0.5
H 3.456 -1.718 -8.757 0.5 0.1 0.1
H 3.364 0.208 -14.226 0.4 -0.4 -0.1
H 1.888 -0.641 -14.106 -0.2 -0.5 0.3
H 3.413 -1.565 -13.821 -0.1 0.1 0.0
C 5.299 -4.797 -4.031 1.0 1.4 0.3
C 6.835 -4.720 -4.386 -1.0 0.2 -0.4
O 7.054 -5.609 -5.475 0.0 -1.5 -1.5
C 8.159 -5.634 -6.274 1.5 1.5 4.0
O 9.231 -5.160 -5.875 -1.8 -0.7 -1.6
O 7.900 -6.300 -7.365 -0.3 -0.4 -0.5
C 8.963 -6.399 -8.317 0.0 -0.8 -0.4
H 4.920 -5.685 -3.524 0.6 -0.3 -0.3
H 4.586 -4.524 -4.808 0.4 -0.2 -0.4
H 5.189 -3.999 -3.297 -0.1 0.1 0.3
H 7.397 -4.876 -3.465 0.3 -0.8 -0.2
H 7.228 -3.774 -4.756 -0.7 0.5 0.2
H 9.071 -5.421 -8.785 0.6 -0.3 0.1
H 8.692 -7.165 -9.044 -0.8 0.4 -0.2
H 9.844 -6.898 -7.913 0.3 1.0 0.5
C -3.372 -5.106 1.957 0.1 0.2 0.6
O -4.346 -5.176 2.998 0.3 -1.2 -0.9
C -5.484 -5.923 2.556 -0.9 1.8 -0.5
C -6.385 -6.070 3.744 -0.9 -2.5 0.4
N -7.685 -6.796 3.443 0.9 1.5 -0.5
C -7.705 -8.185 2.913 1.4 2.4 0.0
C -8.952 -8.839 3.288 -1.0 -1.0 1.8
O -8.667 -10.197 3.458 2.3 -1.3 -1.6
C -9.572 -10.937 4.182 -1.6 1.8 0.9
H -2.505 -4.580 2.357 -0.1 0.1 0.0
H -3.747 -4.564 1.088 -0.1 0.0 -0.1
H -3.037 -6.096 1.649 -0.1 -0.2 -0.1
H -5.363 -6.867 2.025 1.0 -0.4 0.5
H -5.974 -5.332 1.782 -0.3 0.4 -0.1
H -6.526 -5.153 4.316 -0.5 0.2 -0.6
H -5.820 -6.697 4.433 0.3 -0.2 0.4
H -8.375 -6.540 4.136 0.0 -0.5 -0.1
H -6.872 -8.746 3.335 0.1 -0.2 -0.2
H -7.667 -8.158 1.824 0.6 0.0 -0.1
H -9.782 -8.667 2.602 -0.2 0.0 -0.1
H -9.194 -8.470 4.285 -0.6 0.3 0.2
H -10.509 -10.532 3.799 -1.0 -1.2 0.2
H -9.539 -10.561 5.204 0.0 -0.2 0.6
H -9.482 -12.022 4.233 0.3 0.2 -0.8
C -9.945 2.771 6.957 0.2 0.0 0.0
O -8.982 2.609 5.913 -1.0 1.0 0.1
C -9.519 2.022 4.744 0.6 -1.3 -0.3
C -8.449 1.975 3.626 -0.4 1.0 2.0
N -8.080 3.329 3.208 0.8 -0.5 -2.7
C -6.914 3.298 2.201 -0.9 0.3 1.2
C -6.107 4.615 2.228 1.5 -0.4 -0.8
O -4.878 4.430 1.406 0.0 2.4 0.8
C -4.040 5.669 1.479 0.1 -1.4 -1.3
H -10.449 1.843 7.228 0.4 -0.5 0.1
H -10.797 3.421 6.760 0.2 0.5 -0.7
H -9.425 3.195 7.815 0.1 -0.2 0.0
H -10.473 2.377 4.355 0.0 1.1 0.2
H -9.775 1.005 5.044 0.1 -0.6 -0.3
H -8.864 1.324 2.857 0.2 0.4 -0.5
H -7.577 1.485 4.060 0.2 -0.4 0.0
H -7.943 4.010 3.941 0.2 -0.5 0.3
H -7.228 3.025 1.194 -0.8 0.9 -0.2
H -6.332 2.387 2.342 0.9 0.3 1.0
H -5.780 4.975 3.204 0.0 -0.8 0.6
H -6.645 5.496 1.878 -0.5 -0.3 -0.6
H -3.277 5.723 0.703 0.0 -1.3 -0.7
H -3.358 5.707 2.328 -1.0 0.2 0.8
H -4.533 6.582 1.143 -0.9 0.1 1.1
C 4.194 10.492 1.304 -0.6 -0.2 0.2
O 4.180 9.958 0.020 0.5 -1.8 -0.5
C 5.190 8.928 -0.128 0.2 1.0 -0.2
C 5.551 8.807 -1.610 -0.4 -0.3 -0.2
N 5.068 7.643 -2.376 1.4 0.5 1.3
C 3.646 7.569 -2.284 -0.3 -0.7 -0.5
C 3.235 6.879 -3.588 -0.5 0.2 0.8
O 3.462 7.803 -4.665 -0.4 -0.6 -0.4
C 3.734 7.156 -5.945 0.2 0.0 1.7
H 3.989 9.764 2.089 0.2 -0.5 0.1
H 3.319 11.140 1.358 0.5 0.7 0.0
H 5.183 10.920 1.466 -0.2 0.6 0.4
H 5.035 8.005 0.431 -1.0 -0.3 -0.3
H 6.095 9.265 0.377 0.2 0.6 0.0
H 6.638 8.888 -1.615 -0.1 0.0 -0.7
H 5.030 9.606 -2.138 0.7 1.0 0.5
H 5.299 7.835 -3.341 0.1 0.1 -0.1
H 3.067 8.482 -2.147 0.3 0.9 -0.6
H 3.414 7.108 -1.324 -0.4 -1.0 -0.3
H 2.194 6.589 -3.449 -0.3 -0.1 -0.7
H 3.848 5.988 -3.723 0.0 -0.1 0.0
H 4.727 6.719 -5.837 0.3 0.1 -0.5
H 3.693 7.901 -6.740 0.0 -0.1 0.2
H 3.069 6.311 -6.122 -0.4 0.2 -0.1
C -1.794 -0.380 6.024 -1.2 0.8 -0.8
O -2.293 -0.092 4.696 0.1 0.1 0.6
H -2.568 -0.851 6.630 0.3 -1.1 -0.2
H -0.830 -0.876 5.912 -0.1 0.0 0.7
H -1.786 0.569 6.560 0.9 0.3 -0.4
H -2.554 -0.911 4.268 0.0 -0.1 0.1
C 8.128 3.049 -1.201 0.8 -0.2 -0.2
O 6.748 3.219 -1.349 -0.5 0.2 0.2
H 8.531 3.792 -0.513 0.2 -0.1 0.2
H 8.370 2.045 -0.852 -0.2 0.1 0.1
H 8.613 3.175 -2.169 0.3 0.0 -0.1
H 6.668 4.169 -1.467 -0.6 0.1 -0.1
C 1.952 1.805 1.442 1.6 0.2 -1.6
O 2.580 1.255 0.227 -0.9 -0.3 0.7
H 0.950 2.174 1.221 -0.2 -0.6 0.1
H 2.047 1.010 2.182 -0.5 0.3 0.0
H 2.502 2.689 1.766 0.2 -0.1 0.3
H 3.219 1.815 -0.220 -0.2 0.4 0.5
```
Positions in Å, forces in eV/Å.